Entry 1:
{
  "formula": "C8H17N",
  "method": "ωB97M-V/def2-TZVPD",
  "symbols": ["N", "C", "C", "C", "C", "C", "C", "C", "C", "H", "H", "H", "H", "H", "H", "H", "H", "H", "H", "H", "H", "H", "H", "H", "H", "H"],
  "xyz": [[-0.5651, 3.0605, -0.9985], [-0.7649, -0.2061, 0.5130], [1.0191, 0.5393, -1.1836], [1.2154, 1.2025, 1.2367], [0.2912, -1.7298, 0.9185], [-1.8379, -0.6391, -0.4606], [0.7045, -2.5975, -0.2466], [-0.9422, 2.2215, -0.1189], [0.3048, 0.6957, 0.1342], [1.5370, -2.1703, -0.8084], [-1.2100, 3.8571, -1.1105], [-0.1232, -2.7833, -0.9366], [1.0417, -3.5828, 0.1010], [-0.4435, -2.2412, 1.5448], [1.1428, 1.5408, -1.6198], [0.7111, 1.2240, 2.2054], [2.0178, 0.1165, -1.0555], [-2.2545, -1.6050, -0.1590], [-1.1795, 0.0247, 1.4945], [1.5492, 2.2159, 0.9932], [1.1302, -1.4651, 1.5608], [0.4749, -0.0540, -1.9180], [2.1182, 0.5923, 1.3265], [-1.8135, 2.4320, 0.5357], [-1.4697, -0.7362, -1.4817], [-2.6539, 0.0875, -0.4663]],
  "relative_energy_kcal_mol": 58.7,
  "lumo_energy_ev": 0.94,
  "homo_lumo_gap_ev": 8.9,
  "e_tot_ev": -10058.9729,
  "spin_multiplicity": 1
}

---

Entry 2:
{
  "formula": "C24H46O11P2S2",
  "method": "ωB97M-V/def2-TZVPD",
  "symbols": ["S", "S", "P", "P", "O", "O", "O", "O", "O", "O", "O", "O", "O", "O", "O", "C", "C", "C", "C", "C", "C", "C", "C", "C", "C", "C", "C", "C", "C", "C", "C", "C", "C", "C", "C", "C", "C", "C", "C", "H", "H", "H", "H", "H", "H", "H", "H", "H", "H", "H", "H", "H", "H", "H", "H", "H", "H", "H", "H", "H", "H", "H", "H", "H", "H", "H", "H", "H", "H", "H", "H", "H", "H", "H", "H", "H", "H", "H", "H", "H", "H", "H", "H", "H", "H"],
  "xyz": [[-5.5776, -8.4876, 0.8558], [-3.2984, -5.5182, -1.7948], [1.7133, 5.8261, -3.8612], [2.3879, 1.8014, 2.2038], [-4.6778, -9.7258, 1.1658], [3.0925, 5.9482, -2.8241], [-7.0140, -9.0454, 0.6237], [2.5943, 0.3970, 1.3403], [3.8655, 1.9412, 2.6451], [0.4788, 5.7169, -4.7895], [2.6153, 6.7798, -4.8797], [0.7370, 1.6453, 1.7107], [1.0733, 7.0630, -2.9432], [-5.6482, -7.3415, 2.1194], [1.8959, 1.0893, 3.6296], [-3.9306, -6.2957, -0.1885], [-0.2695, 2.4126, 2.3393], [-0.7174, -4.9064, 0.7382], [-4.9393, -7.5387, -0.6733], [0.8653, -4.4451, 0.4887], [-0.0948, -7.5141, -0.0912], [2.3497, 1.5713, 4.8864], [-2.7617, -6.9996, 0.7202], [1.4750, -7.0605, -0.3364], [3.8582, 0.0236, 0.8219], [-4.9204, -5.2698, 0.6774], [-0.2848, 7.0423, -2.5273], [4.5649, -0.9125, 1.7856], [-0.1140, 3.8901, 2.0585], [2.9968, 5.5732, -1.4649], [1.4560, 7.9609, -6.6282], [-1.2444, -6.4341, 0.4643], [-0.4710, 6.2156, -1.2724], [-6.1211, -6.1006, 1.4849], [2.3773, 6.8071, -6.2755], [-1.7240, -3.7461, 1.3103], [2.0146, -5.5321, -0.0435], [2.7528, 4.0900, -1.3022], [1.5243, 2.7478, 5.3634], [1.9896, 5.8481, -6.6334], [-0.2971, 2.2073, 3.4088], [-7.0386, -6.3546, 0.8049], [-0.1705, 4.0830, 0.9809], [3.5717, 3.5158, -1.7506], [-1.1095, -2.7435, 1.4232], [0.8574, 4.2609, 2.3984], [-5.4636, -4.5201, -0.0545], [2.2467, 0.7489, 5.6014], [1.8941, 3.1193, 6.3244], [-5.9194, -7.1113, -1.1962], [0.4998, 7.8921, -6.1006], [1.2591, 7.9861, -7.7033], [-1.2299, 2.0712, 1.9382], [5.5459, -1.2006, 1.3983], [1.8324, 3.7793, -1.8055], [1.9065, 8.9140, -6.3316], [-0.5722, 8.0779, -2.3192], [4.4665, 0.9014, 0.5818], [-4.4130, -8.2980, -1.3952], [-4.1698, -6.0219, -2.8128], [1.5531, 3.5687, 4.6409], [0.1089, 6.6321, -0.4420], [3.9507, 5.8329, -0.9932], [3.6807, -0.5033, -0.1213], [-0.9019, 4.4606, 2.5572], [-0.1343, 5.1859, -1.4248], [2.2533, -7.8849, -0.7023], [0.4756, 2.4605, 5.4937], [4.7000, -0.4545, 2.7701], [-2.0831, -4.0436, 2.4057], [-2.6590, -3.5237, 0.6121], [3.4105, 1.8353, 4.8687], [3.1573, -5.2340, -0.1957], [-0.4446, -8.6247, -0.2767], [2.6803, 3.8268, -0.2437], [-6.4950, -5.3811, 2.3596], [-4.3513, -4.6646, 1.5018], [1.2671, -3.3523, 0.7039], [3.3434, 6.9591, -6.7678], [-3.0646, -6.9983, 1.8596], [2.2360, 6.1641, -0.9563], [-0.9530, 6.6882, -3.3168], [3.9702, -1.8184, 1.9434], [-2.7429, -8.1499, 0.4014], [-1.5235, 6.1948, -0.9719]],
  "lumo_energy_ev": -2.03,
  "smiles": "Cc1ccccc1C[C@]1(S)CCOS(=O)(=O)C1.CCOP(=O)(OCC)OCC.CCOP(=O)(OCC)OCC",
  "homo_lumo_gap_ev": 6.4,
  "e_tot_ev": -88389.9372,
  "spin_multiplicity": 1
}

---

Entry 3:
{
  "formula": "C29H38N7O4PRhS2",
  "method": "ωB97M-V/def2-TZVPD",
  "symbols": ["Rh", "S", "S", "P", "O", "O", "O", "O", "N", "N", "N", "N", "N", "N", "N", "C", "C", "C", "C", "C", "C", "C", "C", "C", "C", "C", "C", "C", "C", "C", "C", "C", "C", "C", "C", "C", "C", "C", "C", "C", "C", "C", "C", "C", "H", "H", "H", "H", "H", "H", "H", "H", "H", "H", "H", "H", "H", "H", "H", "H", "H", "H", "H", "H", "H", "H", "H", "H", "H", "H", "H", "H", "H", "H", "H", "H", "H", "H", "H", "H", "H", "H"],
  "xyz": [[-2.7025, 0.1029, -2.1850], [-2.8747, -3.2977, -5.2445], [2.1175, -0.2095, -2.5552], [3.6481, -0.4653, 2.5152], [2.9954, 0.3531, 1.4311], [-2.7095, 1.8087, -3.3797], [-1.7592, -3.3209, 0.9519], [-2.3847, -1.2884, -0.6931], [2.6896, -1.6668, 3.0541], [5.0671, -1.2795, 2.1401], [-2.4108, -1.3196, -3.6878], [-0.5104, -0.3173, -2.2911], [4.0844, 0.4919, 3.7857], [-3.2801, 2.6709, -1.3273], [-3.2851, 1.3957, -0.9545], [4.9236, 0.1533, 4.9471], [-2.0736, 4.3921, -4.3036], [-3.1751, 5.2975, -2.3870], [-2.7338, 4.2100, -3.1237], [-4.8174, -1.3049, -4.4838], [3.4126, 1.7684, 4.0769], [-3.1676, -0.9284, 3.2711], [-0.1297, -1.2683, -3.2421], [-2.8719, -1.2158, 0.4883], [-2.8193, 6.5830, -2.7973], [1.3177, -1.7087, 2.5109], [-3.6216, 1.1653, 0.2803], [-2.9136, 2.8277, -2.6077], [-2.0278, 6.7395, -3.9482], [0.4637, 1.2143, -0.6400], [-1.1878, -1.9394, -3.9239], [-3.5861, 0.0485, 2.3774], [5.0434, -2.5049, 1.3294], [0.5403, 0.3259, -1.8258], [-1.6878, 5.6666, -4.7121], [-1.2075, -3.0551, -4.7373], [-3.3768, 0.0011, 1.0202], [-2.5823, -2.3439, 1.3722], [-3.3909, -1.8752, -4.3542], [-2.2063, -4.2059, -0.1002], [-2.6380, -2.1305, 2.7510], [2.8976, -2.3619, 4.2891], [1.2209, -1.4430, -3.3677], [6.3634, -0.5235, 2.0839], [2.6459, 1.6889, 4.8676], [4.3384, 0.0026, 5.8415], [3.9440, -2.5522, 4.4380], [4.0179, -2.8594, 1.2546], [-4.0273, 1.9891, 0.9131], [-3.1924, 7.4722, -2.2567], [0.1051, 2.2786, -0.8724], [-2.5887, -3.6269, -0.9174], [0.9116, -2.6730, 2.6670], [0.6839, -0.9999, 3.0616], [2.8844, 2.1450, 3.2071], [-1.6994, 7.7314, -4.2826], [1.3128, -1.3864, 1.4875], [5.5258, -2.3433, 0.3490], [5.6131, 0.9504, 5.1201], [-1.0814, 5.7933, -5.6370], [-0.3560, -3.7092, -4.9445], [2.5352, -1.7793, 5.1823], [-5.5724, -2.0725, -4.2568], [-0.1775, 0.6963, 0.0582], [4.1211, 2.5367, 4.4709], [-4.0983, 0.9493, 2.7983], [5.4722, -0.7701, 4.8308], [6.7735, -0.5832, 1.1262], [2.3744, -3.3224, 4.2803], [-5.0337, -0.7827, -5.4250], [6.2889, 0.4965, 2.3408], [-4.8669, -0.5606, -3.6517], [5.5366, -3.3082, 1.9101], [7.0302, -0.9272, 2.9015], [-1.3209, -4.7808, -0.4522], [1.5111, 1.3085, -0.2247], [1.7921, -2.2857, -3.6898], [-2.8974, -4.9921, 0.2857], [-3.4320, -0.8019, 4.3351], [-2.2761, -2.9042, 3.4159], [-3.6577, 5.1982, -1.4131], [-1.7935, 3.5426, -4.9221]],
  "charge": 1,
  "s2": 6.044,
  "lumo_energy_ev": [-4.15, -7.41],
  "homo_lumo_gap_ev": [2.8, 2.1],
  "e_tot_ev": -83266.9606,
  "spin_multiplicity": 5
}

---

Number 1: M 127.23 u. Number 2: M 636.70 u. Number 3: M 746.68 u.